## a
The following is a DFT calculation (wB97M-V/def2-TZVPD) of a cluster of 2 separate species, C4H9BrN in total.

ORCA input file:
```
! wB97M-V def2-TZVPD RIJCOSX def2/J DEFGRID3
* xyz 1 1
C -0.354 1.737 -0.061
C -1.391 0.666 0.016
C 0.568 -1.751 0.153
C 0.841 -0.305 -0.032
N -0.084 0.539 0.736
Br 2.721 0.119 -0.057
H 0.246 2.043 -0.938
H -0.588 2.598 0.389
H -2.185 0.804 0.717
H -1.435 -0.018 -0.815
H 0.888 -2.228 1.159
H -0.484 -1.936 0.159
H 0.727 -2.428 -0.675
H 0.426 -0.247 -2.449
H 0.103 0.407 1.696
*
```

Calculated values
Lowest unoccupied orbital energy (alpha / beta) in eV: -5.3 / -4.6
Kohn-Sham gap (alpha / beta) in eV: 9.26 / 9.02

Atomic partial charges in e from the Löwdin method, atoms 1 to 8:
1. C -0.040
2. C 0.034
3. C -0.162
4. C -0.734
5. N -0.043
6. Br 0.791
7. H 0.146
8. H 0.090

***

## b
The following is a DFT calculation (wB97M-V/def2-TZVPD) of a structure of composition C4H9BrN.

ORCA input file:
```
! wB97M-V def2-TZVPD RIJCOSX def2/J DEFGRID3
* xyz 1 1
C -0.728 1.417 -0.288
C 0.583 1.588 0.417
C 0.814 -0.253 -0.175
C 0.475 -1.406 0.740
N -0.402 0.172 -1.036
Br 1.778 2.825 -0.512
H -1.497 1.115 0.527
H -1.005 2.289 -1.072
H 0.533 1.626 1.421
H 1.763 -0.564 -0.717
H -0.206 -1.128 1.396
H 1.413 -1.727 1.381
H 0.222 -2.274 0.245
H -0.930 -0.689 -1.191
H 0.040 0.222 -1.949
*
```

Calculated values
Lowest unoccupied orbital energy in eV: -3.7
Kohn-Sham gap in eV: 10.53

Atomic partial charges in e from the Löwdin method, atoms 1 to 8:
1. C -0.197
2. C -0.520
3. C -0.154
4. C -0.050
5. N 0.051
6. Br 0.731
7. H 0.171
8. H 0.174

***

## c
The following is a DFT calculation (wB97M-V/def2-TZVPD) of a cluster of 2 separate species, C4H9BrN in total.

ORCA input file:
```
! wB97M-V def2-TZVPD RIJCOSX def2/J DEFGRID3
* xyz 1 1
C -1.539 2.235 0.019
C -1.639 0.933 -0.056
C 1.447 0.113 -0.473
C 0.778 -0.529 0.512
N 0.198 -1.840 0.311
Br -2.841 -0.392 -0.159
H -2.319 2.921 -0.190
H -0.628 2.664 0.298
H 1.739 1.153 -0.322
H 2.544 -0.254 -0.760
H 0.926 -0.158 -1.401
H 1.108 -0.388 1.549
H 0.118 -2.391 1.165
H 0.828 -2.390 -0.306
H -0.720 -1.677 -0.190
*
```

Calculated values
Lowest unoccupied orbital energy (alpha / beta) in eV: -4.6 / -4.2
Kohn-Sham gap (alpha / beta) in eV: 7.84 / 8.88

Atomic partial charges in e from the Löwdin method, atoms 1 to 8:
1. C -0.056
2. C -0.655
3. C -0.140
4. C -0.219
5. N 0.171
6. Br 0.849
7. H 0.066
8. H 0.044

***

Verdict on stability: a comes out at the bottom.

***

## a
The following is a DFT calculation (wB97M-V/def2-TZVPD) of a cluster of 18 separate species, ClH34O21 in total.

ORCA input file:
```
! wB97M-V def2-TZVPD RIJCOSX def2/J DEFGRID3
* xyz -1 1
Cl -0.271 0.075 0.386
O -1.533 0.599 1.069
O -0.597 -1.110 -0.416
O 0.339 1.094 -0.539
O 0.742 -0.314 1.405
O 2.908 0.296 -0.685
H 3.131 -0.570 -0.993
H 2.043 0.496 -0.944
O 0.698 2.283 3.254
H 0.219 3.016 2.795
H 1.437 2.232 2.673
O 1.709 3.359 -0.732
H 1.342 2.571 -1.135
H 2.312 3.660 -1.419
O -3.082 3.303 0.781
H -3.937 3.384 0.432
H -2.587 2.814 0.145
O -3.108 1.859 3.215
H -2.483 1.140 3.104
H -2.776 2.552 2.641
O 0.757 -1.189 -3.064
H 1.060 -1.661 -3.823
H 0.844 -0.217 -3.222
O -3.562 -0.813 -0.452
H -2.975 -0.249 0.028
H -3.096 -1.626 -0.671
O -0.191 -4.080 -1.915
H 0.712 -3.775 -2.065
H -0.600 -3.314 -1.548
O 2.226 -2.721 -1.350
H 2.984 -2.927 -1.884
H 1.717 -1.991 -1.710
O -2.257 -0.424 -2.685
H -1.305 -0.497 -2.449
H -2.818 -0.626 -1.954
O 2.762 2.085 1.499
H 2.553 2.541 0.670
H 2.943 1.203 1.188
O -2.059 2.166 -1.586
H -1.206 1.711 -1.415
H -2.458 1.756 -2.347
O 0.126 -2.335 3.526
H 0.870 -1.690 3.555
H 0.154 -2.734 2.633
O -0.931 0.152 3.862
H -0.241 0.569 3.287
H -0.925 -0.778 3.622
O 0.111 -3.441 1.147
H -0.212 -2.708 0.613
H -0.646 -4.020 1.172
O 2.884 -1.809 1.363
H 2.823 -2.342 0.545
H 2.095 -1.302 1.468
O 0.338 1.451 -3.330
H 1.251 1.585 -3.657
H -0.216 1.317 -4.107
*
```

Calculated values
Lowest unoccupied orbital energy in eV: 1.3
Kohn-Sham gap in eV: 7.94

Atomic partial charges in e from the Löwdin method, atoms 1 to 8:
1. Cl 0.907
2. O -0.295
3. O -0.349
4. O -0.383
5. O -0.324
6. O -0.014
7. H 0.017
8. H -0.049

***

## b
The following is a DFT calculation (wB97M-V/def2-TZVPD) of a cluster of 18 separate species, ClH34O21 in total.

ORCA input file:
```
! wB97M-V def2-TZVPD RIJCOSX def2/J DEFGRID3
* xyz -1 1
Cl 0.171 0.083 0.171
O 0.498 -1.337 0.524
O -1.242 0.442 0.545
O 1.107 1.051 0.819
O 0.290 0.265 -1.307
O -2.300 -1.554 2.081
H -2.151 -0.742 1.598
H -2.108 -2.206 1.416
O -0.503 1.246 3.292
H -0.660 0.357 3.686
H -0.347 1.119 2.376
O 3.013 2.297 2.014
H 3.848 2.019 1.638
H 2.384 1.659 1.708
O 0.315 0.370 -4.009
H 0.228 0.557 -3.049
H -0.221 -0.402 -4.212
O 3.339 -1.099 0.918
H 4.083 -0.545 0.731
H 3.668 -1.962 1.011
O -0.790 3.166 0.557
H -1.363 3.934 0.495
H -1.457 2.506 0.382
O 1.228 -3.901 0.996
H 1.023 -2.991 0.745
H 2.071 -3.868 1.424
O 2.781 0.910 -2.036
H 2.761 0.558 -2.919
H 2.066 0.579 -1.520
O -2.878 -0.665 -1.729
H -3.558 -1.112 -1.127
H -2.085 -0.513 -1.227
O 2.430 -1.888 -1.789
H 2.502 -1.427 -0.957
H 2.576 -2.800 -1.602
O -1.811 -3.267 0.199
H -1.134 -3.819 0.557
H -1.607 -3.248 -0.744
O 0.143 -1.851 3.537
H -0.088 -2.258 4.363
H -0.686 -1.662 3.022
O -0.706 2.831 -2.869
H -1.427 3.251 -2.387
H 0.069 3.041 -2.321
O -3.101 2.345 2.638
H -3.075 3.283 2.764
H -2.203 2.003 2.723
O -0.398 -2.831 -2.222
H 0.242 -2.521 -1.610
H -0.001 -3.734 -2.223
O 1.395 3.203 -1.205
H 0.775 3.094 -0.482
H 1.936 2.423 -1.368
O -2.942 2.278 -1.457
H -3.522 1.845 -0.803
H -2.578 1.487 -1.757
*
```

Calculated values
Lowest unoccupied orbital energy in eV: 2.0
Kohn-Sham gap in eV: 9.12

Atomic partial charges in e from the Löwdin method, atoms 1 to 8:
1. Cl 0.910
2. O -0.338
3. O -0.356
4. O -0.327
5. O -0.347
6. O -0.058
7. H -0.011
8. H -0.038

***

Verdict on stability: b comes out at the bottom.

***

## a
The following is a DFT calculation (wB97M-V/def2-TZVPD) of an isolated molecule of C3H3FO2.

ORCA input file:
```
! wB97M-V def2-TZVPD RIJCOSX def2/J DEFGRID3
* xyz 0 1
O -3.471 0.606 0.034
C -2.251 0.611 -0.016
C -1.433 -0.596 -0.047
F -2.169 -1.734 -0.007
C 0.012 -0.615 0.191
O 0.697 -1.751 -0.110
H -1.835 1.642 -0.156
H 0.351 0.420 0.313
H 1.574 -1.693 0.160
*
```

Calculated values
SMILES string: O=C/C(F)=C/O
Lowest unoccupied orbital energy in eV: -0.3
Kohn-Sham gap in eV: 9.08

Atomic partial charges in e from the Löwdin method, atoms 1 to 8:
1. O 0.041
2. C -0.243
3. C -0.205
4. F 0.064
5. C -0.053
6. O 0.072
7. H 0.130
8. H 0.121

***

## b
The following is a DFT calculation (wB97M-V/def2-TZVPD) of a structure of composition C3H3FO2.

ORCA input file:
```
! wB97M-V def2-TZVPD RIJCOSX def2/J DEFGRID3
* xyz 0 1
C -0.058 -0.675 0.098
C -1.575 0.589 0.231
C 1.275 -0.012 -0.130
O -0.275 -1.823 0.242
O -1.635 1.761 0.450
F -2.710 -0.072 -0.139
H 2.012 -0.790 -0.166
H 1.663 0.691 0.574
H 1.303 0.331 -1.160
*
```

Calculated values
Lowest unoccupied orbital energy in eV: 0.2
Kohn-Sham gap in eV: 10.31

Atomic partial charges in e from the Löwdin method, atoms 1 to 8:
1. C -0.248
2. C -0.293
3. C -0.014
4. O 0.142
5. O 0.112
6. F 0.045
7. H 0.077
8. H 0.085

***

Verdict on stability: a comes out at the bottom.

***

## a
The following is a DFT calculation (wB97M-V/def2-TZVPD) of a cluster of 2 separate species, C12H17N in total.

ORCA input file:
```
! wB97M-V def2-TZVPD RIJCOSX def2/J DEFGRID3
* xyz 1 2
C -1.241 -1.834 -1.570
C 0.614 -0.039 -1.234
C 0.098 -1.433 -1.019
C 1.533 0.168 -0.176
C 0.739 -2.006 0.078
C 0.933 2.285 -1.989
C 1.649 2.389 -0.849
C 0.500 0.962 -2.230
C 2.163 1.395 0.084
N 1.582 -0.991 0.633
H 0.947 3.124 -2.765
H 1.957 3.442 -0.757
H -0.096 0.796 -3.090
H 2.699 1.626 0.880
H -1.952 -2.299 -0.933
H -1.088 -2.411 -2.449
H 0.843 -2.984 0.320
H 2.325 -1.356 1.162
H -1.741 -0.928 -1.904
C -2.260 0.048 2.706
C -2.728 0.875 1.565
C -1.534 -1.335 2.506
H -1.835 0.702 3.469
H -3.263 -0.260 3.237
H -2.231 1.790 1.685
H -2.302 -1.763 1.987
H -3.799 1.047 1.444
H -2.494 0.436 0.559
H -0.577 -1.230 1.964
H -1.261 -1.642 3.536
*
```

Calculated values
Lowest unoccupied orbital energy (alpha / beta) in eV: -4.1 / -7.1
Kohn-Sham gap (alpha / beta) in eV: 9.06 / 6.14

Atomic partial charges in e from the Löwdin method, atoms 1 to 8:
1. C 0.003
2. C -0.082
3. C -0.084
4. C -0.178
5. C 0.079
6. C -0.051
7. C -0.043
8. C 0.045

***

## b
The following is a DFT calculation (wB97M-V/def2-TZVPD) of a cluster of 2 separate species, C12H17N in total.

ORCA input file:
```
! wB97M-V def2-TZVPD RIJCOSX def2/J DEFGRID3
* xyz 1 2
C 3.151 0.944 -0.731
C 2.060 1.749 -1.443
C 2.702 -0.464 -0.388
H 4.013 0.958 -1.373
H 3.517 1.552 0.103
H 1.288 2.066 -0.752
H 2.058 -0.839 -1.189
H 3.519 -1.195 -0.422
H 1.628 1.231 -2.305
H 2.502 2.643 -1.898
H 2.220 -0.619 0.575
C -0.932 -2.424 -1.671
C -0.979 -0.705 0.319
C -0.877 -1.094 -1.055
C -0.874 0.695 0.363
C -0.988 0.123 -1.767
C -0.962 -1.449 1.490
C -1.048 1.386 1.516
C -1.077 -0.755 2.705
C -1.138 0.620 2.712
N -0.995 1.170 -0.968
H -0.822 -2.519 1.478
H -0.775 -3.239 -0.973
H -0.282 -2.552 -2.535
H -1.151 0.286 -2.821
H -1.077 2.116 -1.304
H -1.137 2.452 1.677
H -0.757 -1.339 3.556
H -1.085 1.170 3.642
H -1.936 -2.593 -2.080
*
```

Calculated values
Lowest unoccupied orbital energy (alpha / beta) in eV: -3.6 / -6.7
Kohn-Sham gap (alpha / beta) in eV: 9.21 / 6.78

Atomic partial charges in e from the Löwdin method, atoms 1 to 8:
1. C -0.291
2. C -0.125
3. C -0.109
4. H 0.097
5. H 0.110
6. H 0.044
7. H 0.058
8. H 0.078

***

Verdict on stability: a comes out at the bottom.